The following is a DFT calculation (the ωB97M-V functional and the def2-TZVPD basis) of the ion C6H17N3S with charge +2.

The calculation puts the max |F| at 3.7 eV/A. The energy relative to the best compared isomer or geometry (same formula, charge and spin) is 268.9 kJ/mol. The value obtained for the LUMO energy is -9.1 eV. Its spin multiplicity is 1. As for the total charge: +2. The total energy is -800.50492 Eh.

The geometry in XYZ format:
```
27
Properties=species:S:1:pos:R:3:forces:R:3
C 0.9902 1.4580 -0.9855 2.482 -0.128 -2.721
C -1.3778 -1.5976 2.1856 2.166 -0.855 2.837
C 1.5985 -0.5527 0.7977 2.453 0.893 1.292
C -1.4263 1.1488 -0.9029 0.306 -1.567 -0.844
C -0.7318 -1.5204 0.7934 0.735 -0.424 0.482
C 0.1984 -0.2819 0.5751 -2.562 -0.351 1.790
N 0.8992 2.5730 -0.3180 -0.890 0.529 0.875
N 0.1158 -0.6342 -1.8732 0.952 -0.193 0.527
N -0.0176 0.3628 -0.8812 -1.596 1.062 0.833
S 2.2710 1.2271 -2.1756 -1.304 0.186 1.059
H -2.4004 -1.2807 2.1849 -0.460 0.411 -0.022
H -0.7681 -0.9519 2.9375 -1.193 -1.130 -1.011
H -1.3886 -2.6785 2.6353 0.203 2.017 -1.019
H 1.9578 -1.1931 0.0133 0.760 -0.432 -0.154
H 1.8176 -1.0291 1.8274 -0.570 0.760 -1.693
H 2.1018 0.4664 0.7602 0.219 -1.612 0.280
H -2.2029 0.2977 -1.1203 1.334 2.089 0.153
H -1.5427 1.4939 0.1548 -0.203 -0.004 -1.166
H -1.2370 1.9642 -1.7112 -1.148 -1.494 1.440
H -0.2829 -2.5289 0.5609 0.020 1.328 -0.090
H -1.5925 -1.3917 0.2266 -1.331 -0.045 -1.850
H -0.0783 0.5461 1.2870 -0.282 -0.682 -0.911
H 0.0042 2.8480 0.1489 1.309 -0.341 -0.211
H 1.6622 3.2988 -0.2974 -0.966 -1.043 -0.329
H 1.5669 0.1440 -2.6813 0.561 0.290 0.393
H 0.3629 -1.5426 -1.4688 -0.418 0.443 -0.253
H -0.4997 -0.6458 -2.6735 -0.577 0.294 0.312
```
Forces are in eV/Å.


The following is a DFT calculation (the ωB97M-V functional and the def2-TZVPD basis) of the ion C13H19BrNO3 with charge +1.

The calculation puts the max |F| at 18.6 eV/A. The energy relative to the best compared isomer or geometry (same formula, charge and spin) is 63.6 kJ/mol. The value obtained for the LUMO energy is -2.7 eV. Its spin multiplicity is 1. As for the total charge: +1. Its SMILES is O[C@@H](COc1ccc(Br)cc1)C[NH+]1CCOCC1. The total energy is -3360.58997 Eh.

The geometry in XYZ format:
```
37
Properties=species:S:1:pos:R:3:forces:R:3
O -0.7621 2.4087 0.4962 -6.982 3.628 -6.578
C -0.0569 1.9232 1.4158 5.071 3.292 7.786
C -0.6031 0.7564 2.1650 -0.639 4.290 7.381
O -0.5348 -0.2232 1.3743 4.654 -5.987 -2.412
C -1.4800 -0.9035 0.8066 -0.449 -5.678 -2.562
C -2.5075 -0.1870 0.4601 -6.474 -1.204 -5.404
C -3.5985 -0.7283 -0.5401 2.154 -0.778 2.871
C -3.5166 -2.0991 -0.7471 -1.741 1.130 0.034
Br -4.9336 -3.1034 -1.6595 0.740 0.841 0.366
C -2.5329 -2.9195 -0.2047 4.761 8.726 1.920
C -1.3038 -2.4069 0.3495 -8.201 6.559 -0.539
C 1.4323 1.7611 0.8939 2.393 2.548 6.853
N 1.6559 0.6508 0.0848 3.345 2.434 -3.628
C 3.0892 -0.0097 0.0405 -4.795 1.504 -7.241
C 2.8504 -1.0303 -1.2757 4.457 -6.676 16.752
O 2.3701 -0.7346 -2.3061 -4.645 4.384 -9.206
C 1.0770 0.0286 -2.1198 4.194 -0.057 -7.887
C 1.2680 1.1464 -1.2192 -2.088 1.681 -4.345
H -1.5836 2.9973 0.7318 2.522 -1.859 -0.254
H 0.0238 2.8910 2.1893 0.666 -2.675 -0.752
H -1.6765 0.9434 2.5762 1.588 -0.020 -0.759
H 0.0488 0.5356 3.1918 -1.373 0.721 -2.421
H -2.5269 0.8456 0.5131 -0.019 1.702 0.630
H -4.4615 -0.1292 -0.8779 0.840 -0.275 0.186
H -2.5786 -3.8295 -0.3595 -0.489 -8.800 -1.506
H -0.5063 -2.8184 0.7153 4.264 -3.163 1.741
H 1.8513 2.8078 0.6433 -0.694 -2.020 -0.583
H 2.1809 1.4147 1.7658 -2.125 1.518 -0.666
H 0.8921 0.1172 0.3075 -1.825 -3.473 1.157
H 3.2609 -0.3550 0.9325 1.047 -2.685 4.673
H 3.7617 0.6994 -0.2831 1.296 2.250 -0.214
H 3.8093 -1.6098 -1.1211 -0.814 0.352 -1.632
H 2.0810 -1.7552 -0.5143 1.233 0.782 -2.021
H 0.9897 0.1386 -3.4130 -0.447 1.024 4.019
H 0.3834 -0.6614 -1.9677 -3.125 -3.080 1.589
H 0.1790 1.5907 -1.2299 2.288 -0.288 0.676
H 1.9586 1.8474 -1.8145 -0.589 -0.648 1.975
```
Forces are in eV/Å.


The following is a DFT calculation (the ωB97M-V functional and the def2-TZVPD basis) of a cluster of 2 separate species, C21H30NO3 in total.

The calculation puts the max |F| at 2.2 eV/A. The energy relative to the best compared isomer or geometry (same formula, charge and spin) is 0.0 kJ/mol. The value obtained for the LUMO energy is -2.9 eV. Its spin multiplicity is 1. As for the total charge: +1. The total energy is -1098.46689 Eh.

The geometry in XYZ format:
```
55
Properties=species:S:1:pos:R:3:forces:R:3
C 7.9536 1.4624 1.1424 -0.856 -0.352 -0.519
C 6.8663 2.3698 0.5868 1.230 -0.866 0.737
C 7.0263 2.9469 -0.6525 0.824 0.010 -0.713
C 6.0644 3.7553 -1.1905 -0.638 0.467 -0.628
C 4.8964 3.9719 -0.4896 0.171 0.259 -0.427
C 4.7529 3.3837 0.7382 -1.710 0.726 1.207
C 3.4322 3.6158 1.4831 -0.386 -0.982 -0.642
C 2.5529 2.4276 1.1418 0.719 1.715 0.451
C 2.3628 1.3233 1.8473 -0.891 -0.398 -1.135
C 1.4080 0.4862 1.0247 0.746 -0.465 1.103
O 0.8347 -0.5367 1.3039 0.582 0.906 -0.422
O 1.2655 1.1038 -0.1979 -1.110 0.085 -0.752
C 1.7895 2.3968 -0.1613 0.772 -0.234 0.611
O 1.6598 3.2293 -1.0066 -0.141 -1.081 0.709
C 5.7176 2.5844 1.3073 -0.012 0.116 -0.189
H 8.3583 0.8869 0.3046 0.342 0.172 0.210
H 8.7384 1.9961 1.6779 -0.036 -0.064 -0.058
H 7.4646 0.7246 1.7862 0.331 0.157 0.221
H 7.9310 2.7565 -1.2219 -0.005 -0.031 0.123
H 6.1409 4.2220 -2.1661 0.370 -0.141 0.025
H 4.1228 4.6023 -0.9111 -0.046 -0.065 0.118
H 2.9173 4.4973 1.0955 0.240 0.130 0.235
H 3.5613 3.6633 2.5648 0.042 0.149 -0.099
H 2.8117 1.0808 2.7981 -0.295 -0.216 -0.005
H 5.5818 2.1382 2.2863 -0.024 0.013 -0.023
C -1.2104 -0.6704 -1.5505 -0.155 0.066 -0.070
C -1.8790 -0.6928 -0.1729 0.107 0.101 -0.379
C -2.3199 -2.0722 0.3021 -0.029 0.399 0.139
N -3.7272 -2.5186 -0.0797 0.232 -0.330 0.145
C -3.9966 -2.2865 -1.5448 -0.327 0.098 -0.103
C -5.4246 -2.6210 -1.9438 -0.116 -0.078 0.076
C -6.4083 -1.8194 -1.1032 -0.038 0.016 -0.041
C -6.1718 -2.0785 0.3773 -0.158 -0.097 -0.079
C -4.7347 -1.7871 0.7783 -0.202 0.052 -0.079
C -3.7817 -3.9865 0.2243 -0.117 0.178 -0.025
H -1.9141 -0.7909 -2.3733 0.027 -0.048 -0.023
H -0.7110 0.2842 -1.7025 0.052 -0.032 0.029
H -0.4588 -1.4571 -1.6333 0.039 0.041 0.049
H -2.6892 0.0405 -0.1328 -0.068 -0.078 0.050
H -1.1267 -0.3498 0.5372 -0.221 -0.152 0.049
H -2.3011 -2.1072 1.3921 -0.047 -0.122 -0.020
H -1.6334 -2.8320 -0.0701 -0.052 -0.012 -0.057
H -3.8442 -1.2252 -1.7270 0.182 -0.022 0.058
H -3.2683 -2.8686 -2.1075 0.104 0.075 0.069
H -5.5574 -2.3758 -2.9982 0.171 -0.024 -0.012
H -5.6227 -3.6914 -1.8511 -0.004 0.010 -0.020
H -7.4322 -2.0752 -1.3743 0.007 0.007 0.030
H -6.2834 -0.7519 -1.3129 0.007 -0.013 -0.012
H -6.4373 -3.1107 0.6192 0.014 0.017 0.034
H -6.8368 -1.4504 0.9714 0.139 0.015 0.114
H -4.5509 -2.0837 1.8104 0.127 0.022 -0.029
H -4.5271 -0.7225 0.6775 0.083 -0.027 -0.032
H -3.5377 -4.1229 1.2754 0.020 -0.029 -0.025
H -3.0506 -4.4920 -0.4010 -0.017 -0.018 0.010
H -4.7738 -4.3730 0.0223 0.017 -0.020 0.020
```
Forces are in eV/Å.